108
Properties=species:S:1:pos:R:3:mulliken_charge:R:1 method="wB97M-V/def2-TZVPD" e_tot_ha=-2954.019352 spin_multiplicity=1 gap_ev=8.20 total_charge=+1 homo_ev=-10.462
Cd 0.622 0.664 -0.197 4.733
N -0.591 1.922 3.870 0.073
C -1.347 0.774 3.922 0.549
C -2.000 0.129 4.965 -1.224
C -2.679 -1.031 4.648 -0.607
C -2.721 -1.512 3.334 -0.662
C -2.064 -0.872 2.303 -0.636
C -1.330 0.273 2.611 0.411
N -0.561 1.102 1.803 0.186
C -0.149 2.076 2.592 0.151
C 0.711 3.191 2.222 -0.869
C 0.727 4.422 2.814 -0.419
S 1.917 5.406 2.092 -0.161
C 2.307 4.110 1.031 -0.254
N 1.622 3.028 1.217 0.027
H -0.399 2.540 4.639 0.265
H -2.005 0.528 5.971 0.463
H -3.203 -1.569 5.427 0.444
H -3.301 -2.402 3.121 0.493
H -2.128 -1.221 1.284 0.481
H 0.099 4.796 3.606 0.420
H 3.082 4.222 0.286 0.419
N 2.984 0.802 -0.006 -0.712
C 3.665 -0.420 -0.462 -0.573
C 3.335 -0.650 -1.933 -0.831
N 1.878 -0.682 -2.120 -0.337
H 3.269 1.581 -0.595 0.220
H 3.242 1.023 0.947 0.238
H 3.282 -1.255 0.123 0.033
H 4.750 -0.363 -0.332 0.501
H 3.805 -1.577 -2.263 0.447
H 3.759 0.172 -2.516 0.313
H 1.589 -1.532 -2.587 0.007
H 1.638 0.105 -2.723 0.202
C 1.072 -3.784 5.943 -1.884
C 0.935 -4.310 4.510 1.903
C 2.067 -5.316 4.240 -1.637
C -0.425 -5.011 4.380 -1.657
C 1.060 -3.191 3.489 0.246
C 1.689 -1.982 3.774 -1.219
C 1.768 -1.008 2.796 -0.928
N 1.282 -1.151 1.569 0.198
C 0.704 -2.313 1.268 -0.051
C 0.579 -3.344 2.192 -0.752
C 0.140 -2.482 -0.096 0.480
C 0.284 -3.697 -0.753 -0.882
C -0.294 -3.895 -2.005 0.314
C -1.078 -2.849 -2.489 -0.713
C -1.148 -1.659 -1.789 -1.494
N -0.520 -1.449 -0.632 0.172
C -0.081 -5.177 -2.794 1.979
C -1.256 -6.125 -2.499 -1.648
C -0.022 -4.861 -4.297 -1.685
C 1.225 -5.873 -2.385 -1.883
H 0.877 -4.600 6.639 0.456
H 0.357 -2.983 6.141 0.395
H 2.082 -3.424 6.145 0.390
H 2.052 -6.101 4.998 0.438
H 3.038 -4.821 4.277 0.367
H 1.955 -5.783 3.260 0.351
H -0.540 -5.736 5.186 0.477
H -0.520 -5.555 3.441 0.390
H -1.238 -4.286 4.447 0.278
H 2.118 -1.791 4.748 0.358
H 2.257 -0.061 3.010 0.370
H 0.073 -4.251 1.893 0.687
H 0.873 -4.478 -0.295 0.733
H -1.621 -2.940 -3.419 0.395
H -1.725 -0.825 -2.173 0.544
H -2.209 -5.671 -2.773 0.374
H -1.283 -6.375 -1.437 0.358
H -1.132 -7.049 -3.066 0.438
H -1.004 -4.604 -4.693 0.393
H 0.340 -5.729 -4.847 0.422
H 0.661 -4.031 -4.488 0.366
H 1.147 -6.329 -1.397 0.350
H 2.069 -5.180 -2.390 0.392
H 1.442 -6.674 -3.091 0.477
O 1.930 2.025 -3.081 -0.851
C 0.926 2.606 -2.673 -0.579
N 0.441 3.764 -3.193 0.172
C -0.769 4.205 -2.529 2.915
C -0.843 3.127 -1.414 -0.330
O -1.663 3.088 -0.515 -0.650
N 0.137 2.205 -1.618 -0.438
C -0.659 5.629 -1.970 -0.594
C -1.446 6.047 -0.903 -0.011
C -1.384 7.360 -0.459 -1.006
C -0.535 8.271 -1.067 -0.465
C 0.243 7.865 -2.141 -0.923
C 0.173 6.556 -2.593 -0.190
C -1.991 4.196 -3.450 -0.143
C -1.848 4.365 -4.823 -0.366
C -2.963 4.420 -5.646 -0.918
C -4.236 4.311 -5.108 -0.426
C -4.383 4.154 -3.738 -0.960
C -3.270 4.098 -2.913 -0.117
H 0.788 4.133 -4.058 0.308
H -2.106 5.339 -0.419 0.326
H -2.010 7.676 0.367 0.415
H -0.485 9.292 -0.713 0.431
H 0.896 8.571 -2.637 0.421
H 0.775 6.271 -3.446 0.307
H -0.871 4.457 -5.278 0.217
H -2.832 4.553 -6.712 0.399
H -5.104 4.350 -5.752 0.404
H -5.371 4.078 -3.303 0.402
H -3.395 3.964 -1.847 0.398

75
Properties=species:S:1:pos:R:3:mulliken_charge:R:1 method="wB97M-V/def2-TZVPD" e_tot_ha=-8627.277813 spin_multiplicity=2 s2=0.757 gap_ev="4.92 / 7.12" total_charge=-1 homo_ev="-2.831 / -5.028"
Hf 1.818 -1.371 -0.978 -0.207
S 2.761 0.900 0.042 -0.265
As 3.762 0.511 -1.844 0.311
S 4.305 -1.581 -1.405 -0.320
S 2.052 0.073 -3.163 -0.527
S 5.221 1.816 -2.550 -0.505
C 0.846 -7.610 -1.335 -1.110
C 1.311 -6.824 -2.536 -0.417
O 0.572 -5.590 -2.631 -0.235
P 1.272 -4.243 -2.122 0.863
S -0.162 -2.845 -2.040 -0.551
S 2.374 -4.339 -0.528 -0.296
O 2.259 -3.855 -3.314 -0.265
C 1.848 -3.485 -4.638 -0.058
C 1.042 -4.554 -5.335 -1.048
H 1.330 -8.588 -1.324 0.396
H -0.233 -7.759 -1.376 0.296
H 1.091 -7.086 -0.412 0.226
H 1.117 -7.362 -3.466 0.350
H 2.381 -6.611 -2.485 0.428
H 2.786 -3.297 -5.160 0.341
H 1.308 -2.540 -4.577 0.111
H 1.622 -5.467 -5.477 0.246
H 0.758 -4.174 -6.318 0.425
H 0.130 -4.801 -4.790 0.249
Cl -2.497 5.810 6.698 -0.236
C -2.247 5.142 5.108 0.437
C -3.024 5.584 4.052 -0.907
C -2.808 5.050 2.792 -0.377
C -1.835 4.082 2.571 -0.977
C -1.621 3.490 1.199 0.831
C -2.282 2.110 1.115 -1.143
N -1.668 1.289 0.088 0.795
C -2.155 0.934 -1.152 -1.150
C -1.186 0.177 -1.731 -0.945
N -0.130 0.046 -0.858 1.622
C -0.454 0.736 0.209 -1.026
O -2.135 4.395 0.242 -0.312
C -1.466 4.392 -1.029 -0.789
C 0.024 4.527 -0.932 -0.178
C 0.691 5.520 -0.281 0.843
Cl -0.010 6.858 0.551 -0.230
S 2.388 5.354 -0.385 -0.292
C 2.241 3.902 -1.275 -0.171
C 0.937 3.587 -1.502 -0.387
C -1.079 3.661 3.660 0.869
Cl 0.155 2.452 3.456 -0.075
C -1.268 4.182 4.931 -0.928
H -3.779 6.339 4.214 0.425
H -3.385 5.403 1.950 0.438
H -0.544 3.359 1.043 0.454
H -3.342 2.227 0.885 0.237
H -2.195 1.580 2.064 0.482
H -3.118 1.262 -1.500 0.514
H -1.168 -0.278 -2.706 0.610
H 0.157 0.850 1.088 0.137
H -1.910 5.223 -1.576 0.376
H -1.685 3.476 -1.580 0.251
H 3.121 3.336 -1.561 0.318
H 0.634 2.685 -2.021 0.339
H -0.661 3.843 5.757 0.500
S 2.091 -1.422 3.529 -0.371
C 2.407 -1.861 1.874 -0.494
N 1.268 -1.853 1.068 0.555
C 0.136 -1.706 1.845 -0.737
C -1.185 -1.798 1.403 -0.079
C -2.224 -1.558 2.291 -0.712
C -1.973 -1.238 3.623 -0.608
C -0.662 -1.183 4.084 -0.359
C 0.375 -1.430 3.200 1.075
H 3.377 -2.172 1.529 0.439
H -1.387 -2.054 0.371 0.243
H -3.246 -1.629 1.938 0.427
H -2.794 -1.052 4.303 0.410
H -0.454 -0.953 5.121 0.417